Record 1
Formula: C9H8FNO3
Source: the OMol25 dataset
Level of theory: wB97M-V/def2-TZVPD

Structure (XYZ):
```
22
Properties=species:S:1:pos:R:3:mulliken_spin:R:1
C -0.64825 -1.56470 0.91448 0.02
C 0.90725 1.75830 1.74521 0.23
C 2.19704 1.45119 1.40726 0.63
C -0.16749 1.32483 0.95088 0.08
C 2.45072 0.89314 0.13731 0.09
C 0.05661 0.71257 -0.25330 0.44
C 1.41090 0.47992 -0.62906 0.27
C -1.22667 0.15648 -0.90520 0.07
C -1.25845 -1.40325 -0.38181 0.04
N 0.00747 -1.83970 1.80187 0.01
O -1.20578 0.11661 -2.28682 0.01
O -2.59032 -1.91847 -0.38762 0.01
O -0.56952 -2.18817 -1.27372 0.00
F 1.64213 -0.06669 -1.90395 0.02
H 0.66217 2.40001 2.53801 0.00
H 2.99237 1.73035 2.15112 0.02
H -1.06573 1.61096 1.35326 0.04
H 3.30957 0.25290 -0.10275 0.01
H -2.12491 0.54808 -0.54212 0.01
H -0.48894 -0.50108 -2.52958 0.00
H -3.10272 -1.18999 -0.07315 0.00
H -1.18745 -2.76329 -1.73030 0.00
```

Its LUMO energy (spin up / spin down) is 0.01822 / -0.11733 Eh. As for the energy: -19806.2677 eV. For the highest occupied orbital energy (spin up / spin down), the calculation gives -5.2656 / -9.6909 eV. As for the total charge: 0. As for the HOMO-LUMO gap (spin up / spin down): 0.21173 / 0.23880 hartree. Its spin multiplicity is 3.

---

Record 2
Formula: C9H8FeN2O4
Source: the OMol25 dataset
Level of theory: wB97M-V/def2-TZVPD

Structure (XYZ):
```
24
Properties=species:S:1:pos:R:3:mulliken_spin:R:1
Fe 0.46299 -0.49908 -0.64614 3.36
C 0.63219 -2.21573 -1.04630 -0.02
O 1.05040 -3.25866 -1.32991 0.03
C 1.43899 -0.16828 -2.20277 0.15
O 2.19919 0.26606 -2.97559 -0.01
C 2.10922 -0.46092 0.11397 0.02
O 3.10476 -0.37857 0.72229 0.01
C -0.48390 -0.43789 -2.22372 0.12
O -1.31210 -0.48337 -3.07315 0.03
C 0.17474 2.43771 -0.47719 0.09
H -0.91449 2.48540 -0.57059 0.00
H 0.61143 2.55100 0.51922 0.00
C 0.95313 2.38579 -1.56196 0.10
H 2.04339 2.53068 -1.48984 0.00
H 0.51844 2.43296 -2.57422 0.00
N -1.20949 -0.65987 3.00384 -0.02
C -2.35960 -0.96467 2.32242 0.39
C -2.01238 -1.06716 1.00101 0.41
N -0.63880 -0.76254 0.89365 -0.01
C -0.20478 -0.46954 2.13008 0.32
H -1.08583 -0.54312 4.00176 0.00
H -3.27813 -1.10151 2.82603 0.00
H -2.59932 -1.36605 0.13728 0.01
H 0.79995 -0.25266 2.49983 0.02
```

Its LUMO energy (spin up / spin down) is -0.47528 / -0.61296 Eh. As for the energy: -54979.6811 eV. For the highest occupied orbital energy (spin up / spin down), the calculation gives -20.4850 / -21.5845 eV. As for the energy above the lowest of the compared OMol25 structures with the same formula, charge and spin: 0.000 eV. As for the total charge: +3. As for the HOMO-LUMO gap (spin up / spin down): 0.27753 / 0.18026 hartree. Its spin multiplicity is 6.

---

Record 3
Formula: C9H8N2O
Source: the OMol25 dataset
Level of theory: wB97M-V/def2-TZVPD

Structure (XYZ):
```
20
Properties=species:S:1:pos:R:3:lowdin_charge:R:1
C 2.36215 0.58036 -0.08291 -0.10
C 2.35317 -0.82498 -0.03872 -0.12
C 1.16493 1.24520 0.02044 -0.07
C 1.22277 -1.55777 0.01877 -0.02
C -0.03621 0.57746 -0.06623 -0.19
C -0.09992 -0.82955 -0.02210 -0.12
C -2.66297 0.76573 -0.08129 -0.25
C -1.31014 1.38101 -0.27033 -0.03
C -1.34716 -1.52840 -0.10021 -0.02
N -3.55744 -1.56020 -0.02559 0.07
N -2.53006 -0.84696 -0.07760 -0.16
O -3.70823 1.23850 0.21136 0.16
H 3.26806 1.12949 -0.15769 0.09
H 3.44631 -1.28109 -0.13217 0.15
H 1.07880 2.32304 0.33878 0.13
H 1.17603 -2.61012 0.04886 0.09
H -1.22077 2.41943 0.09029 0.14
H -1.33735 1.47212 -1.29275 0.11
H -1.50748 -2.52257 -0.31959 0.10
H -4.32554 -0.86031 0.00272 0.06
```

Its LUMO energy (spin up / spin down) is -0.01578 / -0.00482 Eh. As for the energy: -14487.1679 eV. For the highest occupied orbital energy (spin up / spin down), the calculation gives -7.3552 / -7.0834 eV. As for the energy above the lowest of the compared OMol25 structures with the same formula, charge and spin: 3.624 eV. As for the total charge: 0. As for the HOMO-LUMO gap (spin up / spin down): 0.25452 / 0.25549 hartree.

---

Record 4
Formula: C9H8N2O4PmSe
Source: the OMol25 dataset
Level of theory: wB97M-V/def2-TZVPD

Structure (XYZ):
```
25
Properties=species:S:1:pos:R:3:mulliken_spin:R:1
Pm -0.52038 0.64176 -2.02001 4.08
O -1.11653 3.92693 -2.48816 0.00
C -0.91668 2.80144 -2.51865 0.00
C 1.49082 -0.07163 -2.50350 0.00
O 2.56839 -0.46151 -2.47658 0.01
C -2.19881 -0.71782 -2.50916 0.00
O -3.07628 -1.45480 -2.47860 0.01
C -0.54820 0.67543 -4.48149 -0.01
O -0.54442 0.67130 -5.65545 0.01
C 1.92209 1.52795 1.45769 0.00
N 1.17539 0.29605 1.68451 0.00
C 1.58701 -0.76737 2.44311 -0.01
C 0.55518 -1.68529 2.44043 -0.01
N -0.45128 -1.16355 1.68566 0.00
C -1.75054 -1.80567 1.48619 0.00
C -0.06920 0.05115 1.21304 0.01
Se -1.21361 1.33534 0.35166 -0.09
H 2.88839 1.48957 1.96616 0.00
H 1.37263 2.41580 1.83901 0.00
H 2.10816 1.69885 0.37903 0.00
H 2.56114 -0.80629 2.94395 0.00
H 0.49635 -2.65610 2.94719 0.00
H -1.63322 -2.78236 0.99427 0.00
H -2.26701 -1.96786 2.44851 0.00
H -2.41936 -1.19132 0.85120 0.00
```

Its LUMO energy (spin up / spin down) is -0.51324 / -0.50683 Eh. As for the energy: -102499.2858 eV. For the highest occupied orbital energy (spin up / spin down), the calculation gives -19.3393 / -19.3337 eV. As for the total charge: +3. As for the HOMO-LUMO gap (spin up / spin down): 0.19747 / 0.20367 hartree. Its spin multiplicity is 5.